1.
13
Properties=species:S:1:pos:R:3 method="wB97M-V/def2-TZVPD" energy_ha=-1230.674210 total_charge=-1 orbital_gap_ha=0.277 max_force_ev_per_a=3.62 homo_energy_ha=-0.153 e_above_lowest_kcal_mol=19.2
S -2.777 0.543 0.929
S -0.675 0.167 -1.136
O -2.956 0.393 2.384
O -1.815 -0.729 -1.235
O -2.852 1.905 0.444
O 0.844 -0.554 -1.825
N -0.128 0.069 0.356
C 1.223 0.283 0.414
C 1.640 -0.759 -0.714
H 1.798 -0.146 1.403
H 2.798 -0.726 -0.773
H 1.493 1.307 0.132
H 1.407 -1.754 -0.380

=====

2.
57
Properties=species:S:1:pos:R:3 method="wB97M-V/def2-TZVPD" energy_ha=-2015.174600 total_charge=-1 orbital_gap_ha=0.160 max_force_ev_per_a=1.44 homo_energy_ha=-0.122
P 0.008 3.747 -4.472
F 0.412 4.536 -7.391
O 1.999 1.671 -1.524
O -0.263 4.751 -3.024
O -0.475 -0.542 6.043
O 3.299 -1.858 2.283
O -1.308 2.750 -3.839
O 0.566 -3.311 1.217
O -1.419 -1.588 4.410
O 2.265 -0.009 2.658
O 1.069 -4.990 2.471
O -2.626 -3.720 6.440
O -1.955 -5.361 7.665
O 1.605 -0.308 -2.295
N -1.938 -4.699 6.651
N -1.445 -0.983 5.462
N 2.415 -1.202 2.809
N 1.141 -4.351 1.436
N 2.073 0.466 -1.478
C -0.926 2.469 -2.511
C -0.925 4.755 -7.053
C 2.012 -4.897 0.362
C -1.176 4.803 -5.537
C 2.796 -0.121 -0.316
C -0.343 3.829 -1.967
C 1.445 -1.911 3.680
C -2.766 -0.784 6.112
C -1.738 3.633 -7.706
C -0.994 -5.116 5.576
H -1.102 5.844 -5.209
H 2.290 0.196 0.597
H 3.017 -4.965 0.767
H -1.093 -4.430 4.742
H -2.775 3.977 -7.768
H -2.927 0.285 6.215
H -3.524 -1.239 5.487
H 3.814 0.254 -0.337
H 0.008 -5.084 5.994
H -0.216 1.633 -2.524
H -1.745 2.076 -1.891
H 1.629 -5.879 0.102
H 1.717 -2.960 3.693
H 0.465 -1.769 3.256
H 1.082 4.632 -4.890
H 1.004 3.047 -3.692
H -1.259 -6.129 5.288
H -1.054 4.136 -1.182
H -2.714 -1.272 7.079
H 1.510 -1.480 4.673
H 0.204 2.776 -5.532
H 0.623 3.746 -1.456
H 1.972 -4.221 -0.484
H -1.696 2.725 -7.106
H 2.776 -1.200 -0.417
H -1.349 3.448 -8.710
H -1.254 5.706 -7.487
H -2.212 4.487 -5.373

=====

3.
81
Properties=species:S:1:pos:R:3 method="wB97M-V/def2-TZVPD" energy_ha=-4264.299244 total_charge=+1 orbital_gap_ha=0.228 max_force_ev_per_a=2.00 homo_energy_ha=-0.356
Zn -0.365 0.387 -0.110
S 2.372 0.188 0.332
F -0.118 -2.446 6.070
O -0.176 2.215 0.061
O 2.355 1.255 1.332
O -0.192 0.066 1.863
O -0.004 4.219 0.986
N 1.827 -0.692 10.269
N -9.990 -0.401 -0.682
N 0.473 -0.558 8.156
N 0.148 2.903 4.798
C -0.054 0.974 2.708
C -0.044 3.007 1.042
C 5.994 -0.799 -1.354
C 0.018 0.609 4.122
C -0.884 5.049 5.631
C 0.023 2.376 2.451
C -2.037 -0.317 -0.706
C -8.847 -0.492 -0.701
C 5.018 0.794 0.677
C 0.247 -0.195 6.816
C 0.025 -1.126 5.785
C 1.206 -2.003 9.958
C -4.655 -0.536 -0.784
C 4.151 0.045 -0.098
C 2.787 -2.311 3.476
C 0.706 -1.951 8.504
C 4.628 -0.753 -1.122
C 6.380 0.741 0.441
C -0.062 -0.738 4.478
C 2.718 -1.197 2.661
C -6.755 -1.222 -1.738
C 0.301 1.147 6.466
C -5.341 0.126 0.242
C 0.155 1.575 5.139
C 2.216 -2.591 0.768
C 2.580 -3.570 2.935
C -5.374 -1.214 -1.772
C -1.048 4.037 6.721
C -6.717 0.120 0.278
C 0.118 3.250 3.489
C -7.434 -0.550 -0.718
C 2.440 -1.342 1.316
C 0.791 0.373 10.359
C 6.869 -0.056 -0.578
C -3.237 -0.451 -0.777
C 0.124 3.948 5.784
C -0.222 0.138 9.218
C 2.289 -3.706 1.587
H 3.957 -1.330 -1.739
H 2.444 -0.460 9.480
H 0.387 -2.172 10.659
H -1.834 3.305 6.607
H 1.283 1.343 10.264
H 1.108 4.218 6.157
H -0.192 -2.576 8.413
H -1.566 5.020 4.797
H 1.935 -2.803 10.079
H -0.617 1.088 8.865
H 0.473 1.886 7.234
H 2.867 -0.199 3.047
H 0.298 0.319 11.330
H 7.932 -0.100 -0.767
H 7.058 1.324 1.045
H 0.158 4.306 3.254
H -7.322 -1.731 -2.504
H 3.014 -2.196 4.527
H -4.848 -1.717 -2.569
H -0.223 -1.471 3.701
H 2.112 -4.688 1.178
H 1.468 -2.351 7.831
H 2.647 -4.446 3.562
H 4.605 1.422 1.452
H 1.971 -2.708 -0.278
H 2.384 -0.730 11.128
H -1.074 -0.455 9.581
H -0.879 4.343 7.742
H 6.388 -1.413 -2.148
H -4.776 0.658 0.995
H -7.256 0.642 1.056
H -0.575 6.048 5.893